# 1
# C24H60F2N9O9P3

A cluster of 5 separate species, C24H60F2N9O9P3 in total (wB97M-V/def2-TZVPD, OMol25).

Values from the calculation:
- Molar mass: 749.7 g mol⁻¹
- ΔE to the lowest compared entry with this formula, charge and spin: 331.7 kJ/mol
- Gap between HOMO and LUMO: 0.3218 Eh
- LUMO: 0.5 eV
- DFT total energy: -3344.2871 Eh
- Charge: 0

Structure (XYZ):
```
107
Properties=species:S:1:pos:R:3:forces:R:3
P 4.895190 12.079950 5.031250 1.52 -0.42 0.58
P -0.233520 13.539400 9.864340 -2.45 0.97 1.56
P 3.532650 19.136710 6.542060 1.36 -1.71 -0.04
F 10.399550 16.487230 12.829000 0.64 -0.02 0.77
F 2.872490 16.432320 10.489690 0.89 0.13 -0.18
O 13.006950 13.307670 12.217990 -1.61 3.50 -0.82
O 2.921950 17.729060 6.684440 1.34 2.88 0.29
O 1.086490 12.871360 9.958990 -0.22 0.30 -1.46
O 11.250470 14.235190 11.214850 -0.99 -2.96 -2.24
O 3.888500 12.358510 3.999640 -0.38 0.48 0.18
O 5.256350 14.055700 9.881460 0.45 -0.68 0.19
O 7.049590 15.256920 10.758880 -4.03 -0.68 -3.00
O 5.134160 16.250490 9.952350 0.86 0.83 0.47
O 12.460680 15.512810 12.419260 0.60 1.96 1.05
N 6.039030 10.886870 4.500410 0.17 0.53 0.95
N -0.304160 15.107890 9.023240 0.15 -2.10 1.62
N -0.760500 13.850000 11.479030 -1.15 0.35 -2.23
N 5.789490 13.474350 5.475870 -0.50 0.91 -0.27
N -1.520620 12.553590 9.256810 1.64 0.01 -0.30
N 4.233910 11.426640 6.456580 0.35 0.61 -0.96
N 3.121320 19.981140 5.167770 0.04 1.19 0.21
N 3.301210 20.155760 7.871330 -1.39 -1.13 -2.20
N 5.236700 19.073480 6.263130 -1.71 1.17 0.05
C -0.179280 14.984050 12.172360 0.23 -0.77 0.72
C -1.355890 12.735660 12.274300 1.02 1.08 -0.69
C 3.822100 15.926570 9.632860 -0.18 -3.00 -0.47
C -1.430710 16.026580 8.898280 -0.73 -1.29 0.82
C 4.992740 10.869210 7.570350 1.24 0.49 -0.84
C 12.325800 14.310260 11.936560 2.60 -5.93 1.90
C 5.646150 9.510150 4.315070 -1.42 -0.19 0.63
C 7.056260 11.137550 3.507590 0.85 1.12 0.47
C 6.008230 20.294190 5.907760 -0.13 -0.45 0.04
C -1.415670 11.093120 9.190170 2.23 -0.09 0.22
C 5.937220 15.155050 10.183450 2.30 1.23 3.12
C 3.865210 14.328370 9.759770 -1.08 2.00 -0.72
C 6.796220 13.564920 6.535850 -0.57 -1.88 -0.03
C 11.414150 16.283340 11.929740 -0.96 1.76 -0.76
C 3.626720 21.573020 7.826720 0.45 -0.53 0.74
C 1.808880 20.650460 5.204090 0.38 -1.41 -0.11
C -2.878670 12.942640 9.331220 -1.24 1.28 0.22
C 10.833110 15.459490 10.804660 -0.60 2.71 0.29
C 2.850810 11.772350 6.719620 -0.52 -0.17 0.56
C 5.671210 14.799630 4.819940 -1.26 -1.91 -1.54
C 3.353750 19.262600 3.889330 -0.44 0.48 0.83
C 2.997560 19.510000 9.136860 0.83 0.68 0.37
C 5.964900 17.881120 6.547820 1.16 0.19 0.17
C 0.568490 15.190130 7.887680 1.62 0.34 0.05
H 6.570450 14.946970 4.221820 0.26 0.74 0.39
H -3.425400 12.886500 8.389930 0.13 -0.49 -0.30
H 1.753370 21.492230 4.513830 0.10 0.04 0.16
H 3.406350 13.901150 8.868130 0.56 -0.33 -0.03
H 5.306680 17.064370 6.844090 0.07 0.18 -0.21
H 5.325570 15.616860 5.453010 0.58 -0.27 0.22
H 2.690770 18.398590 3.934690 0.42 -0.52 -0.48
H -1.987980 12.117820 11.636460 0.11 0.11 0.17
H 4.640330 21.603200 8.226440 0.20 0.93 -0.05
H -1.047600 17.029650 8.710760 -0.22 -0.12 -0.26
H 2.597740 11.448440 7.729140 0.05 -0.16 0.04
H -3.025410 13.987380 9.605230 0.30 -0.01 0.35
H -0.794220 15.181260 13.050460 -0.02 0.26 0.03
H 1.581950 14.988760 8.234720 0.09 -0.44 -0.20
H 6.855970 20.487130 6.565190 0.04 -0.39 0.40
H 6.745770 10.874170 2.496490 -0.17 0.17 -0.13
H 5.446210 21.228110 5.913870 -0.43 -0.45 0.08
H 6.439180 20.239680 4.908050 -0.03 -0.34 -0.27
H 3.719740 18.717310 9.332330 -0.37 -0.41 -0.08
H -0.996690 10.712260 10.121570 -0.54 -0.26 0.46
H 2.652210 12.843870 6.742010 0.01 0.20 -0.40
H -2.143150 15.628950 8.175490 0.12 0.58 -0.84
H 4.900930 9.259460 5.069980 -0.15 -0.18 -0.12
H 7.954040 10.566410 3.743990 -0.04 -0.45 0.01
H 4.884310 14.688390 4.073950 -0.14 0.08 -0.13
H 7.433920 12.158800 3.557650 -0.41 0.28 -0.24
H 6.443380 8.771190 4.395420 0.45 0.37 0.18
H 2.955740 22.137140 8.474530 -0.03 -0.01 0.06
H -2.071570 16.037760 9.779910 0.48 0.15 0.53
H -1.946010 13.154770 13.089280 -0.04 0.00 -0.03
H 5.206640 9.380110 3.326120 -0.23 -0.12 -0.16
H 5.938570 11.390700 7.717180 0.13 -0.01 -0.21
H 2.154970 11.263310 6.052690 0.04 0.23 -0.21
H 1.583520 20.906730 6.239280 -0.19 0.27 -0.25
H -3.395060 12.334280 10.073740 -0.34 0.02 0.07
H 6.608000 17.632290 5.703660 -0.24 -0.50 -0.41
H 3.249810 20.233860 9.911770 -0.36 0.13 0.17
H 3.032410 19.878590 3.049450 0.02 0.22 0.14
H 7.162770 14.578980 6.695320 -0.09 -0.15 -0.22
H -0.543220 12.135070 12.682900 -0.09 -0.29 0.21
H 3.248380 13.999740 10.596210 0.49 -0.10 0.27
H 6.359340 13.166870 7.451700 0.25 0.46 0.28
H 6.703010 18.051150 7.331650 -0.04 -0.01 0.59
H 5.294030 9.864950 7.272380 -0.32 -0.43 0.89
H 0.675040 16.227090 7.569150 -0.37 0.05 -0.23
H 1.147520 19.847380 4.878880 -0.93 0.42 -0.02
H 4.416200 19.052240 3.766690 -0.23 -0.37 0.09
H -0.601230 10.811000 8.522940 -0.26 -0.01 -0.56
H 11.804620 17.251230 11.615390 -0.03 0.04 0.34
H 0.812710 14.704700 12.527350 0.32 0.23 0.23
H 9.746930 15.549390 10.789500 0.07 -0.22 0.00
H 11.245910 15.881700 9.888450 0.20 -0.86 -0.52
H -0.073270 15.891880 11.578470 -0.25 -0.24 -0.22
H 0.359540 14.546390 7.033250 -0.32 -0.04 -0.07
H 7.584880 12.866630 6.255670 0.64 0.28 0.31
H -2.323210 10.554650 8.917170 -0.04 0.52 0.01
H 4.513840 11.038340 8.534790 -0.44 -0.69 -0.24
H 3.579540 22.017040 6.832370 0.04 -0.32 0.02
H 1.959070 19.194060 9.235860 0.14 -0.16 -0.01
H 3.608260 16.225650 8.606740 -0.27 0.55 0.20
```
Positions in Å, forces in eV/Å.

=====

# 2
# C3H4O2S

A cluster of 2 separate species, C3H4O2S in total (wB97M-V/def2-TZVPD, OMol25).

Values from the calculation:
- Molar mass: 104.1 g mol⁻¹
- ΔE to the lowest compared entry with this formula, charge and spin: 635.0 kJ/mol
- Gap between HOMO and LUMO (spin up / spin down): 0.3255 / 0.3126 Eh
- LUMO (spin up / spin down): -1.2 / -1.0 eV
- DFT total energy: -665.1438 Eh
- Charge: 0

Structure (XYZ):
```
10
Properties=species:S:1:pos:R:3:forces:R:3
S -2.152164 0.200065 0.338012 1.31 -0.87 3.67
O -2.502747 -1.063608 -0.224544 -0.44 -0.24 -0.05
O -2.985304 1.344489 0.233294 0.15 0.64 -0.52
C -0.484579 0.344465 0.043270 2.07 -0.17 -1.93
C 2.046845 -0.155558 -0.528993 -0.31 -1.26 -4.66
C 0.641456 0.071921 -0.379477 -3.06 1.24 1.60
H 2.577906 0.758966 -0.837024 0.07 -0.50 0.68
H 2.187760 -0.946222 -1.431672 -0.28 1.85 1.81
H -1.647640 0.162186 2.492045 -0.88 -0.17 -2.53
H 2.318466 -0.716708 0.295085 1.36 -0.53 1.93
```
Positions in Å, forces in eV/Å.

=====

# 3
# C8H16N2O2S

An isolated molecule of C8H16N2O2S (wB97M-V/def2-TZVPD, OMol25).

Values from the calculation:
- Molar mass: 204.3 g mol⁻¹
- ΔE to the lowest compared entry with this formula, charge and spin: 213.0 kJ/mol
- Gap between HOMO and LUMO: 0.3179 Eh
- LUMO: 0.6 eV
- DFT total energy: -972.5794 Eh
- Charge: 0

Structure (XYZ):
```
29
Properties=species:S:1:pos:R:3:forces:R:3
S -0.138136 2.686152 0.127032 -0.16 0.77 0.16
O -2.944326 -1.257490 0.265922 0.01 -0.19 -0.08
O 3.762023 -0.871765 0.266881 0.10 -0.11 0.03
N 1.283382 0.504682 -0.251262 -0.27 -0.13 -0.04
N -0.962208 0.364399 -0.789475 0.11 -0.43 0.06
C -3.286969 -0.310463 -0.719888 0.15 0.17 -0.24
C 2.415645 1.173306 0.355772 0.39 0.03 0.27
C 0.070509 1.100803 -0.311618 0.21 0.04 -0.13
C 1.528146 -0.842413 -0.728637 0.18 -0.31 -0.01
C -2.316705 0.873153 -0.767370 -0.38 -0.06 0.13
C 3.249731 0.147475 1.111092 -0.12 0.21 0.13
C 3.031237 -1.037353 -0.925417 -0.17 -0.08 -0.23
C -3.176080 -0.831629 1.589798 0.06 0.04 0.07
H 2.037484 1.936011 1.040412 0.15 -0.13 -0.11
H 2.632770 -0.312631 1.897183 0.08 0.09 -0.06
H -2.978328 -1.692456 2.225466 -0.03 0.06 0.06
H -4.215358 -0.511822 1.722834 0.00 0.00 0.01
H -0.910907 -0.642122 -0.708331 0.12 0.06 0.03
H -2.512395 -0.010552 1.879118 0.00 0.01 0.01
H 1.157462 -1.587327 -0.008852 0.00 0.00 -0.12
H 1.024751 -0.994538 -1.688744 0.02 -0.03 0.07
H -2.504523 1.471177 -1.665054 -0.09 0.00 0.14
H 3.387283 -0.334682 -1.693664 -0.06 -0.11 0.05
H 4.109924 0.629048 1.582965 -0.13 0.01 -0.01
H -3.246512 -0.861215 -1.663752 -0.09 0.06 0.03
H 3.023534 1.674642 -0.407170 -0.06 0.04 0.09
H 3.236142 -2.054794 -1.267248 -0.09 0.12 -0.06
H -2.448177 1.531746 0.099377 0.01 -0.12 -0.19
H -4.309396 0.060665 -0.567371 0.08 -0.02 -0.05
```
Positions in Å, forces in eV/Å.

=====

# 4
# CH6NS

A cluster of 2 separate species, CH6NS in total (wB97M-V/def2-TZVPD, OMol25).

Values from the calculation:
- Molar mass: 64.1 g mol⁻¹
- ΔE to the lowest compared entry with this formula, charge and spin: 88.5 kJ/mol
- Gap between HOMO and LUMO (spin up / spin down): 0.0808 / 0.2401 Eh
- LUMO (spin up / spin down): 7.0 / 6.9 eV
- DFT total energy: -494.4733 Eh
- Charge: -2
- 2S+1: 2

Structure (XYZ):
```
9
Properties=species:S:1:pos:R:3:forces:R:3
S -1.685194 1.595373 0.338844 -0.62 0.49 0.14
N 0.931268 0.079797 -0.528528 1.28 0.37 1.73
C 0.514947 -0.975330 0.388610 1.91 -2.08 0.34
H 0.570927 -2.036177 -0.092997 0.05 1.60 0.71
H 0.484659 -0.210323 -1.340476 -1.00 0.02 -2.04
H 1.090596 -1.039908 1.353093 0.11 0.05 -0.82
H 0.448498 0.939923 -0.214721 0.13 -0.60 -0.32
H -0.452430 -0.826985 0.755892 -1.90 0.13 0.28
H -1.903269 2.473627 -0.659714 0.04 0.04 -0.02
```
Positions in Å, forces in eV/Å.

=====

# 5
# C20H22N4O4S

An isolated molecule of C20H22N4O4S (wB97M-V/def2-TZVPD, OMol25).

Values from the calculation:
- Molar mass: 414.5 g mol⁻¹
- ΔE to the lowest compared entry with this formula, charge and spin: 165.2 kJ/mol
- Gap between HOMO and LUMO: 0.3104 Eh
- LUMO: -0.2 eV
- DFT total energy: -1693.5131 Eh
- Charge: 0

Structure (XYZ):
```
51
Properties=species:S:1:pos:R:3:forces:R:3
S -3.366668 0.256956 1.242502 -0.08 -0.19 -0.35
O -4.246561 1.278588 1.729434 -0.10 0.06 -0.13
O 5.221246 -1.130386 0.935604 0.16 0.10 -0.01
O -2.796774 -0.649153 2.201308 0.17 -0.05 -0.16
O 2.746777 -4.339383 -0.578514 0.28 -0.33 -0.15
N -4.188309 -0.598964 0.030544 0.65 0.73 0.67
N 1.790811 -0.581224 0.546095 -0.74 0.82 -0.13
N 2.956728 -1.165774 0.785088 0.63 0.18 0.07
N 0.930035 -3.032163 -0.243213 -0.54 0.08 -0.06
C 1.696405 0.682411 0.273773 0.22 -0.69 0.19
C 4.186139 -0.522247 0.749744 -0.02 -0.18 0.04
C -3.411123 -1.736844 -0.404287 0.26 -0.34 -0.06
C 2.852459 1.542899 0.298160 0.63 -0.12 0.11
C -1.201514 2.363009 -1.455302 -0.14 -0.05 0.08
C 2.202804 -3.410479 -0.025672 0.04 0.44 0.42
C -2.032884 0.988124 0.292679 -0.33 -0.32 0.24
C -3.692849 2.243948 -1.109349 -0.14 0.21 -0.17
C 0.106748 -3.640484 -1.258032 0.01 -0.15 -0.09
C 5.264808 1.684788 0.548860 -0.02 -0.10 0.01
C 0.340997 1.136826 -0.064846 -0.49 0.15 -0.03
C 5.201488 3.050899 0.396096 0.02 -0.07 0.01
C 4.096446 0.921608 0.513396 -0.22 0.42 -0.12
C -5.552041 -0.918441 0.397101 -0.34 0.11 0.27
C 2.902695 -2.587058 1.070270 0.21 -0.56 0.01
C -0.748675 0.627150 0.637423 0.20 0.02 0.09
C 2.805207 2.938465 0.188907 -0.05 -0.03 -0.01
C 0.092864 2.000721 -1.130026 0.03 -0.16 0.16
C 3.966299 3.676217 0.233793 -0.06 0.02 -0.02
C -2.296095 1.868554 -0.750953 0.01 0.10 -0.13
H 1.851026 3.433096 0.093218 -0.03 0.06 -0.03
H -0.077884 -2.948365 -2.083163 -0.01 -0.04 -0.03
H -6.109288 -1.189796 -0.499837 0.04 0.01 0.01
H 3.919693 4.751781 0.147884 -0.02 0.08 0.00
H 0.914397 2.367821 -1.727079 0.07 0.06 -0.04
H -0.607181 -0.050907 1.464046 0.10 -0.08 0.08
H 3.934490 -2.933369 1.164325 -0.31 0.04 -0.03
H 6.200690 1.171792 0.708987 0.08 -0.03 0.01
H -2.427551 -1.381289 -0.706705 0.09 -0.19 -0.13
H -3.704820 3.087744 -1.794531 0.00 0.05 -0.03
H -0.848673 -3.948981 -0.831459 -0.01 -0.04 -0.05
H -1.369836 3.037123 -2.282370 -0.06 0.05 -0.07
H 6.103821 3.642585 0.420784 0.08 0.04 0.01
H 0.614721 -2.168820 0.181951 0.19 -0.21 -0.07
H -5.602235 -1.740645 1.119369 -0.05 -0.02 -0.02
H -3.291741 -2.475493 0.396423 0.00 -0.05 -0.08
H -5.985439 -0.026546 0.842555 -0.23 -0.09 -0.03
H -4.193779 1.397227 -1.576463 -0.07 0.02 -0.05
H -4.250318 2.489718 -0.208828 -0.10 0.10 -0.10
H -3.904052 -2.201361 -1.257601 0.02 0.05 -0.03
H 0.636813 -4.514023 -1.634971 -0.11 0.04 -0.03
H 2.369658 -2.747840 2.012873 0.08 0.06 -0.03
```
Positions in Å, forces in eV/Å.